This record from the Open Molecules 2025 dataset describes 2 unconnected molecules or ions with the total composition C6H13NO. The level of theory is ωB97M-V/def2-TZVPD.

```
21
Properties=species:S:1:pos:R:3:forces:R:3:lowdin_charge:R:1
H -1.30604 0.90087 1.71732 0.3 0.0 0.2 0.113
H -1.98462 -0.72370 1.65264 0.1 -0.1 -0.3 0.124
C 2.78495 1.16907 -0.85002 -0.1 -0.1 0.6 0.005
H 0.03337 1.82370 0.73227 0.0 0.5 -0.4 0.102
C -0.26076 -2.55949 -0.01113 2.0 0.2 0.4 -0.093
C -1.68123 0.13246 1.04969 -3.1 0.4 1.1 -0.215
H -1.70179 1.68426 -1.38811 -0.3 -0.5 0.1 0.100
N 0.17617 -1.32929 0.61945 -1.5 1.1 -0.6 0.093
H -0.93681 -3.19958 0.56198 -0.1 0.3 0.2 0.100
H 3.83640 1.09635 -0.59573 0.0 -0.1 -0.5 0.054
C -0.45309 -0.20430 0.10820 2.8 -0.9 -0.2 -0.364
O -2.79894 0.62730 0.37048 1.8 -1.0 0.7 -0.099
C 1.93208 1.00688 0.15236 -0.7 -1.7 0.4 -0.195
C 0.43205 1.11364 0.01765 0.4 -0.9 -0.7 -0.177
H -0.55684 -2.42564 -1.04486 -0.5 0.0 -0.1 0.082
H 2.27605 0.52649 1.07378 0.2 0.8 0.1 0.098
H 2.43758 1.31490 -1.86615 0.2 0.5 0.0 0.062
H 0.72472 -3.05940 0.00015 -0.5 -0.6 -0.3 0.098
H -2.36589 1.18273 -0.37714 -0.2 0.8 -1.1 -0.053
H -0.85429 -0.42794 -0.89653 -0.7 0.4 0.1 0.118
H 0.26693 1.35069 -1.02633 -0.1 1.1 0.2 0.047
```
Positions in Å, forces in eV/Å.

The value obtained for the HOMO energy is -7.497 eV. Its LUMO energy is -3.157 eV. The calculation puts the gap between HOMO and LUMO at 4.34 eV. The energy above the lowest of the compared OMol25 structures with the same formula, charge and spin comes out at 9.355 eV.



This record from the Open Molecules 2025 dataset describes a molecular structure, C3H13N3P. The level of theory is ωB97M-V/def2-TZVPD.

```
20
Properties=species:S:1:pos:R:3:forces:R:3:lowdin_charge:R:1
N 1.79327 0.98993 0.57208 -3.6 2.3 2.5 0.217
H 2.18520 1.37768 -0.25178 1.1 1.5 -0.1 0.068
C -0.72624 -0.78201 -0.34273 -0.2 0.6 -1.1 -0.429
H 1.08776 2.01847 -1.83484 -1.0 0.2 0.5 -0.049
H -1.10061 -0.43051 -1.36606 0.5 -0.8 1.2 0.161
H 0.70580 3.47403 -0.45620 1.8 2.5 1.0 -0.132
C -1.57842 -1.86993 0.24649 0.5 -1.7 1.0 -0.076
N 0.04736 1.55170 0.36159 2.5 -1.7 1.3 -0.330
N 0.67483 -1.21310 -0.49093 1.9 -2.1 0.6 -0.006
H -0.85090 0.16473 1.59905 0.0 -0.1 1.0 0.111
H 1.07277 -1.59092 -1.37420 -1.4 0.9 0.2 0.112
H 1.90302 1.22709 1.58725 0.8 0.6 -1.7 0.171
H -1.48863 -2.75138 -0.33855 -0.3 -0.7 -1.3 0.071
H -1.19201 -2.35094 1.17886 0.2 1.2 -0.1 0.105
P -0.01075 2.52091 -0.97008 -0.9 -1.2 -3.1 0.877
H 0.94133 -2.04311 0.11739 -1.0 1.4 -0.4 0.121
H -1.84940 0.93636 0.31473 0.9 -0.6 0.6 0.152
H 1.86147 0.03820 0.42763 -0.6 -3.2 -0.4 0.030
C -0.85368 0.45424 0.57580 -0.6 0.1 -1.6 -0.257
H -2.62217 -1.72145 0.44449 -0.5 0.7 -0.2 0.086
```
Positions in Å, forces in eV/Å.

The value obtained for the HOMO energy is -13.716 eV. Its LUMO energy is -4.860 eV. As for the total charge: +1. The calculation puts the gap between HOMO and LUMO at 8.86 eV. The energy above the lowest of the compared OMol25 structures with the same formula, charge and spin comes out at 4.222 eV.



This record from the Open Molecules 2025 dataset describes 8 unconnected molecules or ions with the total composition C16H48O8. The level of theory is ωB97M-V/def2-TZVPD.

```
72
Properties=species:S:1:pos:R:3:forces:R:3:lowdin_charge:R:1
H -4.15495 0.00296 -0.91773 0.3 -0.3 -0.2 0.068
C 3.15630 3.22742 -1.12978 0.5 -1.2 -1.1 -0.030
H 2.09401 2.66823 1.17246 0.1 0.6 0.3 0.077
O -1.86436 2.17295 2.64901 7.9 0.5 1.3 -0.001
H 0.99316 3.29791 -1.18497 0.5 0.8 0.1 0.139
O -1.21952 1.93838 -1.25348 0.5 -0.1 -1.8 -0.119
H 0.79223 1.68006 -2.19387 -0.4 -0.4 -0.2 0.076
H -2.53611 0.53622 0.83137 -0.1 -0.3 0.1 0.061
H -1.90771 3.85673 -1.17306 0.0 1.0 -1.5 0.073
H -1.73557 -1.65855 1.13145 0.6 -0.2 -0.4 0.079
O 1.23800 -1.34467 -1.67245 4.3 2.8 10.6 -0.027
H -1.07970 -1.04897 -2.72096 0.4 0.4 0.1 0.078
C -3.90107 1.85460 3.74132 0.0 0.0 -1.2 -0.018
H 0.39957 2.26240 0.61557 1.0 -0.2 0.4 0.072
H 1.23878 -0.93790 2.45377 0.7 1.2 0.3 0.083
H 2.61822 -4.35258 0.58913 -0.2 0.1 -0.5 0.099
H -3.08770 2.62750 -0.76433 -0.9 -0.2 0.1 0.073
H 3.31992 3.96446 -0.43256 0.1 1.9 1.8 0.036
H -3.39998 1.25602 4.46671 0.3 -1.0 0.5 0.067
C -3.79889 -0.26738 -1.92157 0.0 0.2 0.3 -0.171
O -0.51495 -0.43490 -0.02029 0.1 0.3 0.0 -0.174
C 5.07762 -3.12165 0.75891 -0.3 -0.5 0.8 -0.039
H -4.94625 1.52673 3.61817 0.4 0.3 0.1 0.087
H 5.20363 -3.02596 -0.31482 0.3 0.2 -0.1 0.073
H -4.23275 0.64609 1.17685 -1.4 0.0 -0.7 0.068
C 3.66520 -2.58283 1.13966 1.8 -7.2 0.4 -0.624
C 0.83279 -0.11444 3.10292 0.3 -0.4 -2.1 -0.160
O 3.60710 -1.31533 1.09300 -0.5 8.1 0.0 0.003
H 4.08995 2.61128 -1.05393 -1.1 -0.3 -0.1 0.100
H 5.92678 -2.68591 1.31047 -0.5 0.3 -0.3 0.079
H 3.73260 -1.04725 2.02168 -0.1 0.9 -1.2 0.128
H -1.69624 3.11804 0.26116 -0.7 -0.1 0.5 0.076
H -2.74054 -0.04948 -2.03315 0.1 0.7 0.1 0.040
C -0.16405 -0.76148 -3.26487 -1.4 -0.7 -1.0 -0.006
H 0.11365 -0.62797 -0.76588 -0.2 0.4 0.8 0.039
H 1.79477 1.10165 0.49930 -0.4 0.2 0.3 0.084
H 2.13943 -0.96503 -1.66399 -0.9 0.0 1.1 0.162
H -3.43368 2.68082 1.84133 -1.4 0.3 -1.0 0.116
C 1.78017 2.55352 -0.98291 1.6 7.5 4.7 -0.639
H 3.47348 -2.76646 2.18404 -0.2 -1.8 0.6 0.132
C 1.49771 2.16705 0.43465 -0.8 -2.2 0.2 -0.037
O -4.59786 0.37721 -2.90525 -0.2 0.3 0.0 -0.112
C -2.05826 2.90633 -0.74769 0.8 0.4 1.9 -0.153
C -3.07265 1.84052 2.40060 -6.7 0.4 1.1 -0.601
H 5.09789 -4.18051 1.00781 0.1 -0.3 -0.2 0.070
H 1.40314 0.02268 3.99562 0.5 0.0 0.6 0.069
H -4.87552 1.25867 -2.58623 0.4 -0.8 -0.2 0.085
H -0.99397 -0.30599 2.74159 -0.7 0.2 -0.4 0.016
H -1.73669 2.93977 3.22742 -0.4 -0.4 -0.3 0.135
C 0.69099 -3.18755 -2.96292 1.1 2.5 0.1 0.017
C 2.65087 -3.31132 0.26185 0.4 0.5 2.1 -0.023
O -0.42112 -0.62219 3.42775 -1.1 0.0 1.1 -0.118
H -3.81065 -1.35118 -2.02941 -0.7 -0.1 -0.2 0.079
H -3.82159 2.85147 4.15817 -0.5 0.5 0.0 0.068
C -3.28710 0.58226 1.62352 1.6 1.1 -0.6 -0.031
H 0.07185 0.28565 -3.19142 0.1 0.3 0.6 0.068
O 1.70058 1.69960 -1.89513 -0.9 -6.7 -5.8 0.024
C -1.24022 -1.64332 0.14048 -1.6 1.6 0.0 -0.115
H -2.07634 -1.64669 -0.59948 0.6 -0.6 0.3 0.073
H -3.27636 -0.28346 2.21726 0.3 -1.3 0.9 0.077
H 1.73754 -2.78668 0.42589 -1.1 -0.1 0.1 0.055
H 0.52798 -3.35012 -3.97747 -0.7 -0.9 -1.7 0.061
H 3.19333 3.69617 -2.10207 0.1 0.1 -0.4 0.073
H 1.84072 -1.37071 -3.41995 0.3 -0.4 -1.3 0.150
H -0.11713 -3.38551 -2.33432 -1.7 -0.5 0.7 0.058
C 0.97822 -1.65042 -2.83519 -2.1 -2.9 -9.3 -0.596
H -0.45019 -0.83560 -4.29175 -0.1 -0.5 -1.0 0.082
H 2.92083 -3.14390 -0.73708 0.4 -0.3 -1.6 0.049
H 1.49808 -3.78570 -2.61170 0.9 -0.3 0.2 0.064
H -0.53328 -2.41384 0.00562 0.3 -1.5 0.0 0.060
H 0.75070 0.85678 2.53521 0.3 -1.0 0.6 0.075
H -1.06487 1.29530 -0.57008 0.2 -1.1 0.5 0.019
```
Positions in Å, forces in eV/Å.

The value obtained for the HOMO energy is -9.464 eV. Its LUMO energy is 0.558 eV. The SMILES is CC(C)O.CC(C)O.CC(C)O.CC(C)O.CO.CO.CO.CO. The calculation puts the gap between HOMO and LUMO at 10.02 eV. The energy above the lowest of the compared OMol25 structures with the same formula, charge and spin comes out at 6.584 eV.